The following is a quantum chemistry calculation of a single C9H12 molecule in a non-equilibrium geometry, from the Open Molecules 2025 dataset.

Cartesian coordinates (Å):
1 C 2.181 -1.212 2.545
2 C 1.328 -0.899 1.761
3 C 0.658 -0.578 0.596
4 C 1.316 -0.891 -0.769
5 C -0.855 -0.509 0.719
6 C -1.741 -0.490 -0.554
7 C -1.191 0.912 -1.314
8 C -0.351 1.669 -0.327
9 C -0.076 0.744 0.718
10 H 3.073 -1.404 3.149
11 H 0.618 -0.927 -1.654
12 H 1.670 -1.907 -0.901
13 H 2.064 -0.248 -1.241
14 H -1.404 -0.835 1.625
15 H -2.752 -0.230 -0.289
16 H -1.652 -1.303 -1.275
17 H -0.705 0.618 -2.206
18 H -1.949 1.714 -1.683
19 H -0.892 2.458 0.106
20 H 0.620 2.071 -0.674
21 H 0.041 1.245 1.669

Molar mass = 120.19 g mol⁻¹
Kohn-Sham gap = 9.998 eV
Energy relative to the best compared isomer or geometry (same formula, charge and spin) = 74.01 kcal per mole
DFT total energy = -9523.630 eV
LUMO = 1.0 eV
HOMO level = -0.332 hartree